Record 1
Molecular formula: C20H60O13Si
Method: DFT, ωB97M-V/def2-TZVPD

Last column: Mulliken charge in e.
Geometry (Å):
C (2.688, 0.277, 0.793)  -0.778
C (2.984, 0.384, -0.716)  0.190
C (2.209, 1.507, -1.400)  -0.562
C (0.706, 1.213, -1.639)  0.136
O (0.291, -0.079, -1.191)  -0.175
C (-0.716, -0.071, -0.257)  0.184
C (-1.164, -1.492, 0.093)  -0.748
C (-1.147, -2.477, -1.086)  -0.319
O (-0.861, -3.820, -0.699)  -0.480
Si (0.734, -4.235, -0.375)  0.677
C (1.954, -3.601, -1.656)  -0.884
C (1.307, -3.706, 1.346)  -0.666
C (0.788, -6.121, -0.407)  -1.003
O (-1.856, 0.678, -0.763)  -0.168
C (-2.228, 1.725, 0.004)  0.398
O (-2.544, 1.627, 1.152)  -0.568
H (1.743, 0.758, 1.046)  0.201
H (2.699, -0.758, 1.127)  0.101
H (3.471, 0.792, 1.347)  0.098
H (4.041, 0.645, -0.795)  0.442
H (2.886, -0.574, -1.221)  -0.334
H (2.277, 2.382, -0.756)  0.210
H (2.675, 1.745, -2.353)  0.154
H (0.519, 1.245, -2.713)  0.370
H (0.115, 2.022, -1.213)  -0.352
H (-0.377, 0.422, 0.661)  0.567
H (-0.619, -1.863, 0.958)  0.239
H (-2.197, -1.386, 0.418)  0.285
H (-2.148, -2.496, -1.517)  0.192
H (-0.476, -2.157, -1.883)  0.191
H (2.453, -2.701, -1.297)  0.025
H (1.515, -3.398, -2.632)  0.352
H (2.740, -4.343, -1.810)  0.422
H (1.608, -2.660, 1.324)  -0.019
H (0.512, -3.857, 2.071)  0.331
H (2.150, -4.333, 1.630)  0.391
H (0.144, -6.513, 0.382)  0.204
H (1.812, -6.411, -0.165)  0.316
H (0.511, -6.528, -1.376)  0.301
H (-2.237, 2.677, -0.545)  0.180
C (0.198, 4.811, -3.102)  -0.288
O (1.030, 4.467, -2.000)  -0.383
H (0.666, 4.441, -4.012)  0.297
H (-0.788, 4.356, -3.002)  0.014
H (0.089, 5.897, -3.175)  0.299
H (0.586, 4.795, -1.207)  0.340
C (-2.283, -5.675, 3.944)  -0.580
O (-1.132, -5.516, 3.113)  -0.474
H (-1.991, -6.277, 4.800)  0.199
H (-2.644, -4.705, 4.297)  0.276
H (-3.082, -6.191, 3.412)  0.264
H (-1.394, -4.990, 2.352)  0.216
C (-3.432, 4.642, 3.528)  -0.657
O (-3.291, 4.321, 2.146)  -0.472
H (-4.171, 5.434, 3.608)  0.269
H (-3.776, 3.774, 4.092)  0.249
H (-2.486, 4.996, 3.945)  0.260
H (-2.655, 3.599, 2.067)  0.158
C (6.171, 0.981, 2.671)  -0.595
O (6.183, 0.716, 1.272)  -0.463
H (5.513, 1.830, 2.836)  0.219
H (5.788, 0.124, 3.232)  0.269
H (7.170, 1.235, 3.034)  0.303
H (6.763, -0.034, 1.120)  0.281
C (-2.947, -9.392, 3.496)  -0.457
O (-3.776, -8.501, 4.238)  -0.481
H (-2.306, -8.785, 2.861)  0.138
H (-2.319, -9.992, 4.159)  0.263
H (-3.545, -10.055, 2.865)  0.281
H (-4.345, -9.027, 4.804)  0.274
C (4.385, 0.566, -4.943)  -0.581
O (3.648, -0.488, -4.333)  -0.449
H (5.389, 0.194, -5.133)  0.239
H (3.935, 0.866, -5.893)  0.261
H (4.451, 1.436, -4.284)  0.265
H (2.761, -0.161, -4.161)  0.275
C (0.593, 5.410, 1.831)  -0.697
O (0.021, 5.397, 0.528)  -0.474
H (1.660, 5.590, 1.722)  0.303
H (0.159, 6.208, 2.438)  0.270
H (0.448, 4.451, 2.336)  0.253
H (-0.927, 5.241, 0.610)  0.317
C (-3.815, 5.815, -1.304)  -0.785
O (-2.844, 5.228, -0.443)  -0.299
H (-3.287, 6.313, -2.114)  0.296
H (-4.479, 5.056, -1.728)  0.308
H (-4.414, 6.554, -0.767)  0.276
H (-3.301, 4.786, 0.289)  0.305
C (-3.707, 2.320, -3.431)  -0.350
O (-2.893, 3.478, -3.607)  -0.503
H (-3.824, 1.854, -4.405)  0.301
H (-3.236, 1.604, -2.754)  0.007
H (-4.696, 2.588, -3.047)  0.273
H (-2.796, 3.900, -2.748)  0.063

SMILES   CCCCO[C@H](CCO[Si](C)(C)C)OC=O.CO.CO.CO.CO.CO.CO.CO.CO.CO
Frontier orbital gap   0.3768 Ha
Charge   0
Lowest unoccupied orbital energy   0.55 eV
Multiplicity   1


Record 2
Molecular formula: CH2INO2
Method: DFT, ωB97M-V/def2-TZVPD

Last column: Mulliken charge in e.
Geometry (Å):
N (2.679, 1.782, 0.876)  -0.487
C (2.178, 0.689, 0.967)  0.549
O (1.976, -0.413, 1.219)  -0.364
H (2.215, 2.464, 0.299)  0.289
O (-1.181, 1.250, 1.306)  -0.584
I (-0.907, 1.388, -0.686)  0.256
H (-2.025, 0.912, 1.472)  0.342

ΔE to the lowest compared entry with this formula, charge and spin   77.8 kJ/mol
SMILES   N=C=O.OI
Frontier orbital gap   0.3216 Ha
Charge   0
Lowest unoccupied orbital energy   -1.22 eV
Multiplicity   1


Record 3
Molecular formula: C2H5N2P
Method: DFT, ωB97M-V/def2-TZVPD

Last column: Mulliken charge in e.
Geometry (Å):
C (-1.025, -1.058, -0.052)  0.068
C (-0.596, 0.495, -0.004)  -0.510
N (-0.348, -2.059, 0.019)  -0.497
N (0.746, 0.745, -0.362)  -0.318
P (2.165, -0.117, 0.139)  0.006
H (-2.082, -0.954, -0.147)  0.350
H (-1.094, 1.179, -0.721)  0.364
H (-0.707, 0.682, 1.000)  0.266
H (0.948, 0.961, -1.312)  0.282
H (1.993, 0.126, 1.440)  -0.010

ΔE to the lowest compared entry with this formula, charge and spin   277.5 kJ/mol
Frontier orbital gap (alpha / beta)   0.3097 / 0.2657 Ha
Charge   0
Lowest unoccupied orbital energy (alpha / beta)   -0.46 / -0.59 eV
Multiplicity   1


Record 4
Molecular formula: C5H11NO
Method: DFT, ωB97M-V/def2-TZVPD

Last column: Mulliken charge in e.
Geometry (Å):
C (3.247, -0.369, -0.072)  -0.658
C (2.101, -0.887, -0.507)  -0.399
C (0.773, -0.185, -0.404)  -0.085
C (0.368, 0.260, 0.806)  -0.235
C (-1.057, 0.479, 1.190)  -0.491
N (-1.898, 1.202, 0.264)  -0.463
H (4.229, -0.816, -0.037)  0.294
H (3.117, 0.489, 0.584)  0.237
H (1.953, -1.725, -1.185)  0.303
H (0.232, -0.068, -1.330)  0.291
H (1.196, 0.331, 1.514)  0.240
H (-1.087, 0.975, 2.182)  0.386
H (-1.470, -0.484, 1.552)  0.203
H (-1.473, 1.302, -0.638)  0.195
H (-2.368, 2.012, 0.615)  0.198
O (-2.248, -0.755, -1.595)  -0.598
H (-2.941, -1.051, -2.198)  0.285
H (-2.674, -0.712, -0.741)  0.297

ΔE to the lowest compared entry with this formula, charge and spin   288.5 kJ/mol
SMILES   C=C/C=C/CN.O
Frontier orbital gap   0.3465 Ha
Charge   0
Lowest unoccupied orbital energy   0.86 eV
Multiplicity   1


Record 5
Molecular formula: C19H13NO2S
Method: DFT, ωB97M-V/def2-TZVPD

Last column: Mulliken charge in e.
Geometry (Å):
C (-1.439, 1.612, -0.399)  -1.337
C (-0.576, 2.778, -0.374)  0.111
C (-0.944, 4.198, -0.470)  0.283
C (-0.070, 5.236, -0.330)  -0.765
C (-0.878, 6.444, -0.537)  -0.490
C (-2.175, 5.976, -0.560)  -0.263
O (-2.285, 4.550, -0.568)  -0.341
C (-0.766, 0.309, -0.219)  1.160
C (-1.406, -0.848, -0.402)  -0.829
C (-0.855, -2.066, 0.031)  1.167
C (-1.598, -3.268, -0.073)  0.123
C (-1.080, -4.560, -0.308)  -0.771
C (-2.220, -5.322, -0.279)  -0.428
C (-3.349, -4.473, -0.161)  -0.390
O (-3.024, -3.169, -0.069)  -0.347
C (0.498, -2.077, 0.464)  -1.021
C (1.198, -0.852, 0.332)  0.106
C (2.544, -0.788, 0.569)  0.270
C (3.385, -1.863, 0.579)  -0.595
C (4.732, -1.545, 0.931)  -0.553
C (4.873, -0.220, 1.337)  -0.244
S (3.340, 0.675, 1.182)  -0.089
N (0.508, 0.301, 0.017)  -0.385
H (-2.478, 1.680, -0.695)  0.405
H (0.523, 2.617, -0.443)  0.303
H (0.993, 5.152, -0.264)  0.436
H (-0.742, 7.488, -0.683)  0.416
H (-3.114, 6.477, -0.556)  0.453
H (-2.441, -0.817, -0.771)  0.405
H (-0.030, -4.865, -0.399)  0.462
H (-2.335, -6.386, -0.309)  0.422
H (-4.372, -4.824, -0.076)  0.436
H (0.951, -2.979, 0.892)  0.684
H (3.092, -2.751, 0.085)  0.501
H (5.660, -2.081, 0.939)  0.372
H (5.879, 0.262, 1.588)  0.333

ΔE to the lowest compared entry with this formula, charge and spin   59.5 kJ/mol
SMILES   C(=C\c1ccco1)/c1cc(-c2ccco2)cc(-c2cccs2)n1
Frontier orbital gap   0.2748 Ha
Charge   0
Lowest unoccupied orbital energy   -0.16 eV
Multiplicity   1


Record 6
Molecular formula: C54H63GeN6O4SSeSiY
Method: DFT, ωB97M-V/def2-TZVPD

Last column: Mulliken charge in e.
Geometry (Å):
Y (1.282, 0.437, 1.503)  -0.250
C (-0.364, 7.479, 1.145)  -1.497
C (-1.570, 6.715, 0.675)  0.734
C (-2.762, 7.363, 0.372)  -0.741
C (-3.880, 6.664, -0.055)  -0.757
C (-3.810, 5.288, -0.207)  -0.974
C (-2.628, 4.620, 0.068)  0.310
C (-1.518, 5.326, 0.526)  -0.082
N (-0.297, 4.668, 0.795)  0.380
C (-0.120, 3.437, 1.388)  -0.082
N (-1.151, 3.051, 2.168)  0.114
C (-1.517, 1.809, 2.772)  -0.233
C (-0.755, 0.654, 2.613)  0.600
C (-1.271, -0.500, 3.228)  0.048
C (-2.450, -0.487, 3.959)  -0.677
C (-3.160, 0.695, 4.095)  -1.238
C (-2.714, 1.867, 3.506)  1.030
C (-3.502, 3.141, 3.673)  -1.567
N (1.002, 2.783, 1.242)  0.373
C (1.955, 3.351, 0.335)  0.036
C (1.729, 3.316, -1.039)  0.168
C (2.669, 3.823, -1.919)  -0.877
C (3.846, 4.370, -1.423)  -0.984
C (4.060, 4.418, -0.054)  -1.035
C (3.121, 3.923, 0.850)  0.997
C (3.338, 4.030, 2.334)  -1.263
H (-0.614, 8.524, 1.315)  0.419
H (0.445, 7.452, 0.409)  0.337
H (0.031, 7.062, 2.073)  0.296
H (-2.811, 8.440, 0.486)  0.368
H (-4.798, 7.192, -0.274)  0.414
H (-4.669, 4.729, -0.556)  0.453
H (-2.558, 3.549, -0.078)  0.656
H (0.544, 5.091, 0.436)  0.282
H (-1.846, 3.771, 2.271)  -0.078
H (-0.726, -1.439, 3.150)  0.253
H (-2.823, -1.386, 4.430)  0.405
H (-4.080, 0.715, 4.670)  0.311
H (-4.369, 2.970, 4.309)  0.395
H (-3.874, 3.531, 2.719)  0.291
H (-2.908, 3.932, 4.141)  0.372
H (0.817, 2.860, -1.404)  0.586
H (2.487, 3.780, -2.985)  0.543
H (4.594, 4.761, -2.101)  0.415
H (4.971, 4.861, 0.332)  0.424
H (4.303, 4.490, 2.546)  0.462
H (3.299, 3.053, 2.816)  0.131
H (2.562, 4.644, 2.798)  0.238
C (3.210, -4.687, 3.042)  -0.677
Si (2.105, -4.396, 1.557)  0.461
C (0.445, -5.232, 1.785)  -0.239
C (2.953, -5.133, 0.044)  -0.978
Se (1.813, -2.215, 1.131)  -0.150
H (3.605, -5.706, 3.030)  0.364
H (2.666, -4.540, 3.976)  0.111
H (4.054, -3.994, 3.053)  0.129
H (0.554, -6.286, 2.050)  0.413
H (-0.147, -5.156, 0.871)  0.309
H (-0.081, -4.722, 2.593)  -0.599
H (2.950, -6.226, 0.082)  0.353
H (3.995, -4.809, -0.021)  0.268
H (2.447, -4.820, -0.871)  0.122
C (-4.219, -4.722, 4.441)  -1.618
C (-3.324, -3.999, 5.390)  0.982
C (-3.726, -3.339, 6.507)  -0.852
C (-2.726, -2.678, 7.275)  1.076
N (-1.457, -2.677, 6.965)  -0.480
C (-1.036, -3.319, 5.836)  -0.165
S (0.530, -3.362, 5.313)  -0.363
N (-2.005, -3.977, 5.092)  0.158
C (-3.133, -1.916, 8.498)  -1.247
H (-5.240, -4.734, 4.813)  0.385
H (-3.883, -5.751, 4.302)  0.361
H (-4.207, -4.229, 3.467)  0.348
H (-4.766, -3.318, 6.796)  0.374
H (-1.662, -4.440, 4.262)  0.099
H (-3.810, -2.504, 9.119)  0.354
H (-3.666, -1.010, 8.199)  0.262
H (-2.253, -1.633, 9.068)  0.356
O (2.601, 0.418, -0.510)  -0.720
C (1.544, 0.095, -1.123)  1.468
O (0.410, 0.397, -0.643)  -1.067
C (1.629, -0.629, -2.442)  -0.889
C (0.405, -1.491, -2.754)  -1.344
Ge (-0.098, -1.408, -4.637)  2.075
C (-1.747, -2.401, -4.969)  -0.009
C (-2.943, -1.977, -4.390)  -0.348
C (-4.121, -2.680, -4.593)  -0.667
C (-4.121, -3.820, -5.386)  -0.412
C (-2.940, -4.252, -5.972)  -0.630
C (-1.762, -3.545, -5.762)  -0.453
C (-0.429, 0.494, -4.995)  0.145
C (-0.494, 1.040, -6.277)  -0.461
C (-0.768, 2.386, -6.475)  -0.856
C (-0.992, 3.218, -5.387)  -0.682
C (-0.945, 2.694, -4.104)  -0.638
C (-0.666, 1.346, -3.912)  0.111
C (1.326, -2.200, -5.721)  -0.077
C (2.228, -3.063, -5.098)  -0.110
C (3.239, -3.691, -5.814)  -0.730
C (3.367, -3.463, -7.176)  -0.405
C (2.477, -2.610, -7.815)  -0.779
C (1.469, -1.988, -7.093)  -0.188
H (2.557, -1.200, -2.461)  0.494
H (1.758, 0.172, -3.181)  0.350
H (-0.452, -1.134, -2.179)  0.623
H (0.563, -2.520, -2.427)  0.533
H (-2.962, -1.082, -3.776)  0.369
H (-5.042, -2.338, -4.136)  0.382
H (-5.040, -4.369, -5.548)  0.369
H (-2.935, -5.139, -6.592)  0.380
H (-0.844, -3.893, -6.224)  0.324
H (-0.338, 0.414, -7.147)  0.175
H (-0.810, 2.785, -7.480)  0.391
H (-1.207, 4.268, -5.540)  0.402
H (-1.126, 3.333, -3.248)  0.587
H (-0.629, 0.968, -2.895)  0.280
H (2.145, -3.256, -4.034)  0.390
H (3.924, -4.358, -5.307)  0.407
H (4.153, -3.949, -7.739)  0.370
H (2.567, -2.431, -8.879)  0.401
H (0.782, -1.338, -7.620)  0.180
N (5.016, -1.581, 1.189)  0.109
C (4.883, -0.123, 1.483)  -0.352
C (4.077, -0.101, 2.802)  0.776
O (4.453, -0.893, 3.654)  -0.722
O (3.090, 0.706, 2.834)  -0.750
H (5.687, -1.799, 0.459)  0.371
H (4.047, -1.935, 0.947)  -0.418
H (5.267, -2.020, 2.084)  0.391
H (4.380, 0.354, 0.648)  0.081
H (5.875, 0.296, 1.643)  0.351

ΔE to the lowest compared entry with this formula, charge and spin   44.4 kJ/mol
Frontier orbital gap   0.2887 Ha
Charge   0
Lowest unoccupied orbital energy   0.17 eV
Multiplicity   1


Record 7
Molecular formula: C5H11N5
Method: DFT, ωB97M-V/def2-TZVPD

Last column: Mulliken charge in e.
Geometry (Å):
C (1.404, 0.347, 0.308)  0.627
C (-0.293, 2.087, -0.455)  -1.338
C (-0.945, -0.996, -1.172)  -0.839
C (-0.978, -1.299, 1.237)  -0.962
C (-0.361, 0.815, 0.448)  0.049
N (2.462, 1.080, 0.316)  -0.438
N (1.686, -0.895, 0.047)  -0.005
N (3.471, 0.228, 0.140)  -0.402
N (2.996, -0.957, -0.033)  -0.748
N (-1.275, -0.342, 0.081)  -0.061
H (0.141, 1.703, -1.448)  0.290
H (-1.142, 2.702, -0.703)  0.340
H (0.519, 2.745, -0.147)  0.417
H (-0.006, -1.545, -1.053)  0.392
H (-1.681, -1.664, -1.679)  0.328
H (-0.720, -0.168, -1.868)  0.357
H (0.111, -1.359, 1.185)  0.516
H (-1.229, -0.854, 2.144)  0.408
H (-1.449, -2.296, 1.112)  0.326
H (-0.413, 0.868, 1.482)  0.415
H (-2.299, -0.200, 0.057)  0.330

ΔE to the lowest compared entry with this formula, charge and spin   405.3 kJ/mol
Frontier orbital gap   0.3255 Ha
Charge   0
Lowest unoccupied orbital energy   -0.20 eV
Multiplicity   1


Record 8
Molecular formula: C5H14
Method: DFT, ωB97M-V/def2-TZVPD

Last column: Mulliken charge in e.
Geometry (Å):
C (-2.602, -0.954, 1.338)  -1.047
C (-1.342, -0.220, 1.846)  -0.372
C (-0.879, 0.866, 0.851)  -0.904
H (-2.281, -1.410, 0.417)  0.312
H (-2.823, -1.652, 2.149)  0.288
H (-3.438, -0.264, 1.334)  0.330
H (-0.530, -0.994, 1.849)  0.215
H (-1.341, 0.191, 2.869)  0.382
H (-0.358, 1.618, 1.426)  0.349
H (-1.743, 1.453, 0.623)  0.391
H (-0.327, 0.492, 0.008)  0.057
C (2.010, -0.303, -2.396)  -0.785
C (2.331, 0.592, -1.190)  -0.702
H (0.951, -0.702, -2.412)  0.213
H (2.140, 0.136, -3.391)  0.286
H (2.636, -1.170, -2.498)  0.276
H (2.574, 1.583, -1.538)  0.252
H (3.318, 0.171, -0.988)  0.268
H (1.705, 0.566, -0.297)  0.189

ΔE to the lowest compared entry with this formula, charge and spin   93.0 kJ/mol
SMILES   CCC.CC
Frontier orbital gap   0.4551 Ha
Charge   0
Lowest unoccupied orbital energy   1.11 eV
Multiplicity   1


- Look up the charge of the seventh one.
  0


- Which formula does entry 7 have?
  C5H11N5